(1)
Here is a cluster of 4 separate species, C21H36BN6O2 in total from the OMol25 dataset. Energies are from the ωB97M-V functional and the def2-TZVPD basis.

As for the total energy: -36068.07921 eV. The highest occupied orbital energy comes out at -9.5 eV. For the molar mass, the calculation gives 415.4 Da. The value obtained for the max |F| is 0.0191 hartree/bohr. As for the charge: +1.

CARTESIAN COORDINATES (ANGSTROEM)
C1 0.144 2.002 5.049
C2 0.450 2.090 3.541
C3 -0.773 2.464 2.672
C4 -0.287 3.247 1.437
C5 -1.534 1.173 2.320
N1 -1.017 0.576 1.022
C6 -1.349 -0.703 0.919
N2 -0.488 -1.624 0.449
N3 -2.623 -1.065 1.292
C7 -3.506 0.132 1.296
C8 -3.078 1.215 2.292
B1 -3.761 2.593 1.847
O1 -4.831 3.111 2.519
O2 -3.281 3.228 0.757
C9 -3.599 4.609 0.544
H1 0.369 1.015 5.455
H2 -0.906 2.208 5.265
H3 0.747 2.709 5.618
H4 1.268 2.784 3.348
H5 0.810 1.104 3.219
H6 -1.411 3.090 3.300
H7 -0.881 3.052 0.549
H8 0.748 2.976 1.207
H9 -0.292 4.319 1.631
H10 -1.269 0.433 3.084
H11 -0.009 0.671 0.965
H12 -0.466 -2.524 0.902
H13 0.168 -1.411 -0.288
H14 -2.609 -1.520 2.205
H15 -3.429 0.547 0.291
H16 -4.520 -0.230 1.452
H17 -3.420 0.951 3.297
H18 -5.157 2.545 3.233
H19 -4.632 4.742 0.224
H20 -2.916 5.003 -0.208
H21 -3.412 5.174 1.458
N4 1.077 -4.185 -0.963
C10 2.178 -4.946 -0.660
C11 2.672 -5.440 -1.834
C12 1.843 -4.959 -2.886
C13 0.867 -4.189 -2.321
H22 0.507 -3.714 -0.292
H23 2.510 -5.071 0.356
H24 3.532 -6.079 -1.935
H25 1.952 -5.162 -3.938
H26 0.044 -3.653 -2.763
N5 6.128 -7.579 -2.305
C14 5.706 -7.934 -3.559
C15 6.154 -9.203 -3.807
C16 6.873 -9.631 -2.657
C17 6.839 -8.609 -1.749
H27 5.950 -6.698 -1.861
H28 5.128 -7.257 -4.164
H29 5.988 -9.763 -4.711
H30 7.360 -10.581 -2.516
H31 7.257 -8.526 -0.761
N6 -2.419 6.199 -2.829
C18 -1.146 6.504 -3.235
C19 -0.998 7.862 -3.161
C20 -2.229 8.399 -2.692
C21 -3.085 7.350 -2.495
H32 -2.804 5.275 -2.791
H33 -0.460 5.734 -3.543
H34 -0.109 8.413 -3.418
H35 -2.458 9.437 -2.522
H36 -4.105 7.324 -2.150


(2)
Here is a structure of composition C2H2BiO2 in a non-equilibrium geometry from the OMol25 dataset. Energies are from the ωB97M-V functional and the def2-TZVPD basis.

As for the total energy: -12028.95519 eV. The highest occupied orbital energy comes out at -15.6 eV. For the molar mass, the calculation gives 267.0 Da. The value obtained for the max |F| is 0.0725 hartree/bohr. The energy relative to the best compared isomer or geometry (same formula, charge and spin) comes out at 87.8 kJ/mol. As for the charge: +1.

CARTESIAN COORDINATES (ANGSTROEM)
H1 1.480 0.824 -0.564
C1 0.510 0.419 -0.245
C2 -0.227 -0.519 -0.859
H2 0.177 -0.843 -1.822
O1 0.283 0.932 1.026
O2 -0.618 0.181 1.833
Bi1 -1.606 -0.995 0.631


(3)
Here is a structure of composition C20H21N3OPSn in a non-equilibrium geometry from the OMol25 dataset. Energies are from the ωB97M-V functional and the def2-TZVPD basis.

As for the total energy: -42714.80237 eV. The highest occupied orbital energy comes out at -10.9 eV. For the molar mass, the calculation gives 469.1 Da. The value obtained for the max |F| is 0.0212 hartree/bohr. As for the charge: +1.

CARTESIAN COORDINATES (ANGSTROEM)
Sn1 0.266 -0.629 0.948
N1 0.478 -2.009 -2.163
P1 -0.923 -1.902 -1.206
C1 -1.447 -3.638 -1.373
C2 -2.797 -3.967 -1.427
C3 -3.173 -5.282 -1.632
C4 -2.210 -6.266 -1.788
C5 -0.867 -5.946 -1.694
C6 -0.483 -4.637 -1.469
C7 -2.138 -1.058 -2.283
C8 -2.209 -1.288 -3.654
C9 -3.126 -0.592 -4.421
C10 -3.979 0.325 -3.828
C11 -3.934 0.533 -2.461
C12 -3.016 -0.158 -1.690
C13 1.674 -1.386 -1.966
C14 2.742 -1.622 -2.842
C15 3.918 -0.934 -2.661
C16 4.011 -0.005 -1.627
C17 2.928 0.146 -0.797
N2 1.794 -0.545 -0.940
H1 0.458 -2.647 -2.952
H2 -3.544 -3.193 -1.311
H3 -4.221 -5.537 -1.675
H4 -2.509 -7.286 -1.974
H5 -0.116 -6.714 -1.798
H6 0.566 -4.398 -1.358
H7 -1.554 -2.010 -4.121
H8 -3.177 -0.764 -5.485
H9 -4.682 0.874 -4.434
H10 -4.609 1.239 -2.000
H11 -2.978 -0.011 -0.618
H12 2.627 -2.330 -3.646
H13 4.754 -1.102 -3.319
H14 4.903 0.579 -1.475
H15 2.937 0.853 0.024
N3 -1.624 2.344 3.689
C18 -1.252 1.528 2.708
O1 -0.746 0.431 2.954
C19 -1.528 1.981 1.300
C20 -0.508 1.423 0.304
H16 -1.490 2.054 4.644
H17 -2.024 3.248 3.510
H18 -1.573 3.070 1.252
H19 -2.527 1.599 1.077
H20 0.358 2.094 0.286
H21 -0.936 1.442 -0.703


(4)
Here is the molecule C20H21N3O5S in a non-equilibrium geometry from the OMol25 dataset. Energies are from the ωB97M-V functional and the def2-TZVPD basis.

As for the total energy: -46622.75155 eV. The highest occupied orbital energy comes out at -8.6 eV. For the molar mass, the calculation gives 415.5 Da. As for the SMILES: COc1ccc(CNC(=O)c2ccc(NS(=O)(=O)c3c(C)noc3C)cc2)cc1. The value obtained for the max |F| is 0.0279 hartree/bohr. The energy relative to the best compared isomer or geometry (same formula, charge and spin) comes out at 304.4 kJ/mol.

CARTESIAN COORDINATES (ANGSTROEM)
C1 6.071 5.657 1.122
O1 5.902 4.413 0.488
C2 5.048 3.509 1.041
C3 4.935 2.288 0.370
C4 4.100 1.304 0.848
C5 3.351 1.507 2.005
C6 2.420 0.427 2.488
N1 1.340 0.202 1.546
C7 1.313 -0.875 0.726
O2 2.125 -1.777 0.786
C8 0.184 -0.886 -0.253
C9 -1.079 -0.392 0.055
C10 -2.104 -0.474 -0.869
C11 -1.878 -1.046 -2.117
N2 -2.974 -1.169 -2.999
S1 -3.805 -2.633 -2.775
O3 -4.922 -2.606 -3.667
O4 -2.884 -3.730 -2.871
C12 -4.347 -2.492 -1.112
C13 -5.470 -1.762 -0.628
C14 -6.411 -0.955 -1.433
N3 -5.547 -1.893 0.668
O5 -4.516 -2.684 1.069
C15 -3.787 -3.049 0.010
C16 -2.595 -3.901 0.191
C17 -0.613 -1.529 -2.434
C18 0.404 -1.457 -1.503
C19 3.461 2.720 2.663
C20 4.303 3.717 2.196
H1 6.793 6.201 0.515
H2 6.466 5.542 2.136
H3 5.133 6.221 1.158
H4 5.521 2.140 -0.523
H5 4.024 0.361 0.329
H6 1.996 0.691 3.461
H7 2.951 -0.526 2.571
H8 0.737 0.985 1.350
H9 -1.280 0.032 1.029
H10 -3.083 -0.087 -0.634
H11 -2.702 -1.136 -3.974
H12 -6.628 -1.478 -2.362
H13 -5.951 -0.001 -1.688
H14 -7.320 -0.772 -0.869
H15 -2.305 -4.313 -0.773
H16 -2.808 -4.698 0.899
H17 -1.769 -3.309 0.585
H18 -0.441 -1.978 -3.400
H19 1.383 -1.853 -1.726
H20 2.889 2.897 3.563
H21 4.367 4.646 2.741


(5)
Here is a structure of composition C16B4BaO32 in a non-equilibrium geometry from the OMol25 dataset. Energies are from the ωB97M-V functional and the def2-TZVPD basis.

As for the total energy: -85531.32143 eV. The highest occupied orbital energy comes out at -6.4 eV. For the molar mass, the calculation gives 884.7 Da. The value obtained for the max |F| is 0.1187 hartree/bohr. The energy relative to the best compared isomer or geometry (same formula, charge and spin) comes out at 989.7 kJ/mol. As for the charge: -2.

CARTESIAN COORDINATES (ANGSTROEM)
Ba1 -0.386 -0.181 -1.400
O1 0.792 4.598 -4.368
C1 0.966 5.764 -4.723
O2 1.125 6.878 -4.013
B1 1.427 8.013 -4.898
O3 1.241 7.448 -6.279
C2 1.091 6.149 -6.179
O4 0.939 5.385 -7.167
O5 2.844 8.592 -4.767
C3 2.745 9.886 -4.390
O6 3.678 10.644 -4.104
C4 1.279 10.184 -4.240
O7 0.509 9.098 -4.575
O8 0.964 11.308 -3.870
O9 -3.786 -3.567 1.285
C5 -4.177 -4.370 2.105
O10 -3.520 -5.406 2.545
B2 -4.439 -6.175 3.470
O11 -5.543 -5.188 3.737
C6 -5.488 -4.174 2.890
O12 -6.399 -3.381 2.756
O13 -4.988 -7.364 2.835
C7 -4.625 -8.480 3.511
O14 -4.809 -9.671 3.161
C8 -3.679 -7.983 4.641
O15 -3.651 -6.621 4.623
O16 -3.081 -8.843 5.379
O17 -0.610 4.986 0.517
C9 0.270 5.721 0.971
O18 0.195 6.929 1.426
B3 1.529 7.422 1.743
O19 2.458 6.259 1.683
C10 1.742 5.252 1.176
O20 2.132 4.105 0.822
O21 1.579 8.081 3.072
C11 2.193 9.296 3.024
O22 2.290 10.141 3.914
C12 2.347 9.589 1.503
O23 2.101 8.454 0.867
O24 2.742 10.645 1.002
O25 -0.070 -12.033 1.247
C13 0.561 -11.174 0.607
O26 0.448 -9.911 0.827
B4 1.390 -9.176 -0.060
O27 2.039 -10.211 -0.981
C14 1.533 -11.390 -0.595
O28 1.713 -12.518 -1.032
O29 2.512 -8.528 0.680
C15 2.346 -7.203 0.545
O30 2.878 -6.316 1.115
C16 1.200 -6.967 -0.456
O31 0.752 -8.124 -0.845
O32 0.706 -5.873 -0.741


(6)
Here is a structure of composition C16H38F5N5O10S2 in a non-equilibrium geometry from the OMol25 dataset. Energies are from the ωB97M-V functional and the def2-TZVPD basis.

As for the total energy: -80371.11366 eV. The highest occupied orbital energy comes out at -11.5 eV. For the molar mass, the calculation gives 619.6 Da. The value obtained for the max |F| is 0.0923 hartree/bohr. As for the charge: +2.

CARTESIAN COORDINATES (ANGSTROEM)
C1 5.380 -2.216 0.205
C2 4.684 -1.137 -0.581
O1 4.876 -0.933 -1.749
N1 3.797 -0.293 0.221
H1 1.954 -2.739 -0.130
H2 3.846 -0.275 1.232
C3 3.258 0.858 -0.341
H3 5.181 -2.039 1.274
H4 6.470 -2.122 0.039
H5 5.051 -3.226 0.017
H6 2.734 1.557 0.335
H7 2.619 0.581 -1.154
H8 4.130 1.406 -0.719
C4 -3.880 -4.587 -1.117
C5 -4.203 -3.201 -0.618
O2 -4.185 -2.186 -1.119
N2 -4.451 -3.201 0.975
H9 -5.341 -3.523 1.243
H10 -3.793 -3.886 1.300
C6 -4.268 -1.865 1.599
H11 -3.799 -4.491 -2.209
H12 -4.598 -5.404 -0.932
H13 -2.930 -4.883 -0.636
H14 -3.211 -1.630 1.447
H15 -4.616 -1.838 2.653
H16 -4.861 -1.210 0.999
C7 -1.631 2.107 3.950
C8 -1.724 0.673 4.236
O3 -2.681 -0.023 4.512
N3 -0.432 -0.117 3.882
H17 -0.724 -0.827 3.209
H18 0.173 0.590 3.444
C9 0.101 -0.803 5.111
H19 -1.578 2.279 2.868
H20 -0.677 2.606 4.223
H21 -2.419 2.675 4.414
H22 0.279 -0.073 5.909
H23 0.988 -1.385 4.925
H24 -0.700 -1.503 5.398
C10 2.040 3.322 -6.676
C11 2.465 1.872 -6.521
O4 3.420 1.321 -6.839
N4 1.338 1.059 -5.775
H25 0.733 1.711 -5.326
H26 0.866 0.720 -6.614
C12 2.013 -0.068 -4.938
H27 2.366 3.889 -5.808
H28 0.920 3.344 -6.742
H29 2.457 3.788 -7.580
H30 2.137 0.365 -3.930
H31 2.983 -0.191 -5.396
H32 1.400 -0.951 -4.925
C13 0.386 3.061 0.998
O5 -0.896 2.415 1.238
O6 0.769 3.018 -0.206
C14 0.474 4.521 1.616
F1 1.682 5.007 1.241
F2 -0.517 5.459 1.226
F3 0.453 4.500 2.967
C15 -1.906 2.942 0.360
C16 -3.171 2.107 0.525
H33 -3.479 2.040 1.541
H34 -3.935 2.592 -0.085
H35 -3.057 1.097 0.055
H36 -1.671 2.817 -0.712
H37 -2.023 3.990 0.632
H38 0.925 2.085 1.845
N5 0.944 -2.646 0.210
S1 -0.122 -1.605 -0.528
O7 -1.342 -2.309 -0.736
O8 0.226 -0.867 -1.698
F4 -0.425 -0.479 0.572
S2 0.609 -3.310 1.582
O9 0.522 -4.710 1.565
O10 -0.388 -2.541 2.259
F5 1.987 -3.082 2.288